# 1
{"formula": "C31H42N6O6P2V", "method": "the ωB97M-V functional and the def2-TZVPD basis", "total_energy_ha": -3611.86043, "charge": 4, "multiplicity": 2, "homo_lumo_gap_ev": [3.80, 4.28], "homo_ev": [-18.617, -18.588], "symbols": ["V", "C", "C", "N", "C", "C", "N", "C", "C", "C", "C", "C", "N", "C", "C", "N", "C", "C", "N", "C", "C", "C", "N", "C", "C", "H", "H", "H", "H", "H", "H", "H", "H", "H", "H", "H", "H", "C", "C", "C", "O", "P", "O", "C", "P", "O", "O", "C", "C", "C", "O", "C", "C", "C", "O", "C", "C", "C", "H", "H", "H", "H", "H", "H", "H", "H", "H", "H", "H", "H", "H", "H", "H", "H", "H", "H", "H", "H", "H", "H", "H", "H", "H", "H", "H", "H", "H", "H"], "xyz": [[0.764, -0.692, -0.345], [4.227, 0.828, -2.726], [3.441, 0.340, -1.653], [2.231, -0.149, -1.889], [1.783, -0.258, -3.143], [2.543, 0.209, -4.183], [3.742, 0.817, -3.968], [0.535, -1.102, -3.216], [0.058, -1.653, -4.350], [-0.613, -2.946, -4.359], [-0.740, -3.494, -3.067], [-0.342, -2.879, -1.936], [0.179, -1.536, -1.974], [0.068, -3.526, -0.657], [-0.171, -4.853, -0.355], [0.385, -5.403, 0.722], [1.150, -4.662, 1.477], [1.455, -3.337, 1.177], [0.892, -2.777, 0.098], [-0.902, -3.755, -5.501], [-1.806, -4.836, -5.474], [-2.212, -5.411, -6.645], [-1.703, -5.078, -7.843], [-0.736, -4.128, -7.883], [-0.337, -3.408, -6.761], [5.198, 1.303, -2.609], [3.782, 0.287, -0.604], [2.224, 0.065, -5.218], [0.340, -1.181, -5.283], [-1.033, -4.524, -3.001], [-0.815, -5.445, -0.990], [1.577, -5.201, 2.280], [2.075, -2.708, 1.809], [-2.244, -5.204, -4.538], [-3.006, -6.166, -6.665], [-0.338, -3.930, -8.864], [0.376, -2.600, -6.792], [-4.830, -0.600, 2.829], [-3.496, -0.384, 3.543], [-3.313, 1.025, 4.150], [-2.339, -0.577, 2.531], [-1.013, 0.092, 2.240], [-0.372, -0.868, 1.074], [-1.292, 1.725, 1.396], [0.167, 2.441, 0.523], [0.850, 1.189, -0.098], [1.100, 3.100, 1.545], [2.567, 3.481, 1.348], [3.520, 2.574, 2.109], [2.658, 4.942, 1.746], [-0.454, 3.265, -0.636], [-1.073, 4.639, -0.710], [-2.559, 4.493, -0.773], [-0.652, 5.530, 0.451], [0.060, 0.423, 3.266], [0.559, -0.583, 4.323], [2.072, -0.513, 4.327], [0.046, -0.221, 5.676], [-5.610, -0.597, 3.601], [-4.832, -1.575, 2.353], [-4.996, 0.184, 2.107], [-3.288, -1.195, 4.233], [-3.545, 1.820, 3.437], [-2.297, 1.227, 4.565], [-4.049, 1.162, 4.939], [-1.538, 2.491, 2.168], [-2.113, 1.664, 0.661], [2.727, 3.341, 0.266], [3.414, 2.761, 3.188], [4.509, 2.910, 1.849], [3.423, 1.528, 1.937], [2.007, 5.104, 2.591], [2.349, 5.584, 0.927], [3.704, 5.196, 1.956], [-0.706, 4.923, -1.681], [-3.045, 4.317, 0.195], [-2.841, 3.748, -1.481], [-2.965, 5.450, -1.078], [-1.184, 5.198, 1.342], [-0.990, 6.533, 0.232], [0.428, 5.504, 0.582], [0.163, -1.548, 3.929], [2.374, 0.528, 4.432], [2.542, -0.984, 3.465], [2.337, -1.054, 5.244], [0.262, 0.814, 5.885], [0.542, -0.856, 6.391], [-1.013, -0.356, 5.834]]}



# 2
{"formula": "C31H43As2I2NRuS3SeSi2", "method": "the ωB97M-V functional and the def2-TZVPD basis", "total_energy_ha": -10598.54568, "charge": 1, "multiplicity": 2, "homo_lumo_gap_ev": [6.05, 6.03], "homo_ev": [-9.265, -9.403], "symbols": ["Ru", "C", "C", "S", "C", "C", "S", "C", "C", "S", "H", "H", "H", "H", "H", "H", "H", "H", "H", "H", "H", "H", "I", "I", "C", "C", "C", "C", "C", "C", "As", "C", "C", "C", "C", "C", "C", "C", "C", "C", "C", "C", "C", "H", "H", "H", "H", "H", "H", "H", "H", "H", "H", "H", "H", "H", "C", "Si", "C", "C", "As", "Si", "C", "C", "C", "H", "H", "H", "H", "H", "H", "H", "H", "H", "H", "H", "H", "H", "H", "H", "H", "H", "H", "Se", "C", "N"], "xyz": [[-0.007, -0.185, 0.244], [1.489, -2.521, 2.025], [0.145, -3.189, 1.866], [-1.017, -2.276, 0.781], [-2.292, -1.846, 2.037], [-2.746, -0.412, 1.945], [-1.444, 0.813, 1.731], [-0.538, 0.798, 3.306], [0.375, -0.393, 3.528], [1.409, -0.729, 2.058], [2.025, -2.877, 2.906], [2.109, -2.739, 1.154], [0.293, -4.157, 1.388], [-0.362, -3.362, 2.814], [-3.155, -2.491, 1.857], [-1.912, -2.099, 3.022], [-3.349, -0.283, 1.049], [-3.376, -0.130, 2.791], [0.052, 1.713, 3.258], [-1.259, 0.907, 4.118], [1.043, -0.187, 4.364], [-0.183, -1.296, 3.767], [1.826, -1.241, -1.486], [1.436, -4.137, -1.433], [-4.835, 3.416, -2.311], [-4.920, 2.524, -1.252], [-3.956, 1.541, -1.095], [-2.901, 1.433, -1.997], [-2.827, 2.322, -3.062], [-3.790, 3.310, -3.216], [-1.546, 0.062, -1.756], [-0.714, -0.105, -3.504], [0.059, 0.781, -4.156], [0.801, 0.400, -5.414], [0.471, -0.981, -5.913], [-0.364, -1.802, -5.250], [-0.981, -1.414, -4.029], [-1.940, -2.202, -3.290], [-2.416, -3.466, -3.659], [-3.408, -4.076, -2.915], [-3.951, -3.446, -1.800], [-3.468, -2.204, -1.407], [-2.463, -1.595, -2.137], [-5.586, 4.185, -2.435], [-5.740, 2.590, -0.549], [-4.057, 0.847, -0.273], [-2.027, 2.246, -3.784], [-3.723, 3.996, -4.051], [0.229, 1.780, -3.783], [0.596, 1.134, -6.204], [0.942, -1.293, -6.836], [-0.570, -2.782, -5.662], [-2.017, -3.967, -4.531], [-3.774, -5.051, -3.211], [-4.743, -3.923, -1.239], [-3.894, -1.722, -0.534], [1.826, 5.462, -0.330], [0.640, 4.261, 0.469], [-0.871, 4.011, -0.595], [0.165, 4.814, 2.195], [1.644, 2.138, 0.777], [3.989, 2.450, 1.095], [4.140, 3.463, 2.662], [4.718, 0.742, 1.288], [4.724, 3.321, -0.378], [1.307, 6.396, -0.561], [2.225, 5.057, -1.262], [2.663, 5.702, 0.327], [-1.542, 4.869, -0.495], [-1.429, 3.118, -0.310], [-0.597, 3.918, -1.647], [-0.155, 5.858, 2.182], [1.001, 4.733, 2.894], [-0.665, 4.217, 2.581], [3.637, 2.981, 3.504], [3.712, 4.459, 2.533], [5.191, 3.588, 2.933], [4.305, 0.215, 2.148], [5.800, 0.822, 1.423], [4.538, 0.141, 0.394], [4.521, 4.392, -0.361], [4.347, 2.907, -1.314], [5.808, 3.184, -0.368], [1.751, 1.506, -1.536], [2.248, 0.507, -5.129], [3.361, 0.583, -4.857]]}



# 3
{"formula": "C31H43BiN8OS4SeSi", "method": "the ωB97M-V functional and the def2-TZVPD basis", "total_energy_ha": -6218.29996, "charge": 2, "homo_lumo_gap_ev": 7.60, "homo_ev": -12.266, "symbols": ["Bi", "C", "N", "C", "C", "N", "C", "S", "C", "C", "C", "C", "C", "N", "H", "H", "H", "H", "H", "H", "H", "H", "H", "C", "Si", "C", "C", "C", "C", "C", "C", "N", "C", "S", "H", "H", "H", "H", "H", "H", "H", "H", "H", "H", "H", "H", "C", "S", "C", "O", "H", "H", "H", "H", "H", "H", "C", "N", "C", "Se", "N", "C", "C", "C", "C", "C", "C", "H", "H", "H", "H", "H", "H", "H", "H", "C", "N", "C", "C", "N", "C", "S", "H", "H", "H", "H", "H", "H", "H", "H"], "xyz": [[-0.044, 0.970, 0.626], [-5.434, 3.018, 0.896], [-4.728, 2.099, -0.010], [-5.357, 1.033, -0.601], [-4.517, 0.400, -1.392], [-3.334, 1.119, -1.317], [-3.440, 2.150, -0.450], [-2.268, 3.368, -0.104], [-2.297, 0.844, -2.270], [-2.639, 0.631, -3.563], [-1.671, 0.343, -4.522], [-0.348, 0.213, -4.105], [-0.096, 0.433, -2.771], [-0.988, 0.794, -1.863], [-6.453, 3.187, 0.520], [-4.921, 3.976, 0.879], [-5.408, 2.572, 1.893], [-6.402, 0.842, -0.476], [-4.593, -0.455, -2.092], [-3.664, 0.683, -3.871], [-2.050, 0.252, -5.527], [0.513, 0.019, -4.779], [0.903, 0.297, -2.466], [4.315, -4.592, 2.508], [3.878, -3.057, 1.502], [3.452, -3.739, -0.155], [5.365, -1.928, 1.284], [2.356, -2.313, 2.331], [1.787, -2.853, 3.478], [0.629, -2.413, 4.046], [-0.074, -1.345, 3.464], [0.482, -0.741, 2.423], [1.658, -1.192, 1.915], [2.215, -0.184, 0.554], [5.118, -5.018, 1.927], [3.463, -5.231, 2.517], [4.700, -4.426, 3.498], [4.390, -4.267, -0.449], [3.214, -2.991, -0.919], [2.646, -4.461, -0.207], [6.074, -2.424, 0.653], [5.846, -1.840, 2.273], [5.160, -0.939, 0.866], [2.250, -3.661, 3.927], [0.176, -2.945, 4.883], [-1.036, -1.003, 3.840], [0.730, 4.018, -2.496], [1.234, 3.840, -0.743], [2.942, 4.396, -0.680], [1.319, 2.322, -0.666], [0.567, 5.094, -2.711], [-0.130, 3.377, -2.532], [1.593, 3.649, -3.131], [3.023, 5.459, -0.844], [3.481, 3.856, -1.486], [3.406, 3.975, 0.214], [-3.095, -3.238, -2.570], [-1.670, -2.984, -2.466], [-1.018, -2.369, -1.467], [-1.777, -1.738, 0.127], [0.305, -2.338, -1.797], [0.523, -2.927, -3.027], [1.664, -3.127, -3.824], [1.472, -3.713, -5.056], [0.203, -4.210, -5.430], [-0.884, -4.135, -4.572], [-0.731, -3.344, -3.425], [-3.524, -2.972, -1.621], [-3.230, -4.289, -2.827], [-3.456, -2.596, -3.395], [1.020, -2.001, -1.179], [2.713, -2.985, -3.471], [2.335, -3.783, -5.702], [0.180, -4.794, -6.360], [-1.840, -4.535, -4.842], [1.367, 3.266, 5.492], [0.120, 3.643, 4.805], [-1.018, 4.323, 5.444], [-2.069, 4.378, 4.323], [-1.396, 3.693, 3.238], [-0.152, 3.329, 3.527], [1.026, 2.642, 2.434], [1.855, 2.491, 4.898], [1.140, 2.944, 6.510], [2.068, 4.112, 5.561], [-0.692, 5.290, 5.751], [-1.354, 3.828, 6.328], [-2.258, 5.426, 3.995], [-3.025, 3.861, 4.560], [-1.793, 3.642, 2.321]]}



# 4
{"formula": "C31H43Cl2N2O2P3Zr", "method": "the ωB97M-V functional and the def2-TZVPD basis", "total_energy_ha": -3458.03873, "charge": 2, "homo_lumo_gap_ev": [3.97, 3.96], "homo_ev": [-10.754, -10.755], "symbols": ["P", "C", "C", "H", "C", "H", "C", "H", "C", "H", "C", "H", "C", "C", "H", "C", "H", "C", "H", "C", "H", "C", "H", "C", "C", "H", "C", "H", "C", "H", "C", "H", "C", "H", "Zr", "C", "C", "H", "C", "O", "H", "C", "H", "C", "Cl", "Cl", "P", "C", "H", "H", "H", "C", "H", "H", "H", "C", "H", "H", "H", "P", "C", "C", "H", "H", "H", "H", "H", "H", "C", "H", "H", "H", "H", "C", "N", "C", "N", "O", "H", "H", "H", "H", "H", "H"], "xyz": [[1.590, 1.415, -2.549], [3.328, 1.340, -2.274], [4.144, 0.719, -3.255], [3.688, 0.004, -3.949], [5.488, 1.059, -3.317], [6.083, 0.668, -4.143], [6.052, 1.902, -2.347], [7.095, 2.216, -2.449], [5.277, 2.353, -1.261], [5.753, 2.930, -0.471], [3.918, 2.067, -1.194], [3.304, 2.372, -0.340], [0.786, -0.125, -2.943], [1.383, -1.364, -2.579], [2.312, -1.372, -1.992], [0.771, -2.564, -2.948], [1.222, -3.518, -2.669], [-0.430, -2.545, -3.683], [-0.871, -3.481, -4.032], [-1.043, -1.325, -4.012], [-1.967, -1.300, -4.595], [-0.475, -0.119, -3.602], [-0.963, 0.839, -3.809], [0.632, 2.879, -2.403], [0.730, 3.796, -3.479], [1.474, 3.611, -4.255], [-0.158, 4.859, -3.525], [-0.126, 5.500, -4.398], [-1.072, 5.080, -2.489], [-1.762, 5.926, -2.549], [-1.103, 4.212, -1.388], [-1.789, 4.410, -0.575], [-0.285, 3.094, -1.333], [-0.339, 2.388, -0.496], [0.053, -0.080, 3.219], [-2.088, -1.198, 2.537], [-2.271, -1.453, 1.222], [-2.736, -1.652, 3.317], [-1.215, -0.922, 0.246], [-1.793, 0.256, -0.401], [-1.360, 0.389, -1.271], [-0.032, -0.614, 1.106], [-0.934, -1.670, -0.536], [1.081, -1.128, 1.728], [-0.432, -1.492, 5.070], [2.319, 0.640, 3.931], [1.806, -2.727, 2.234], [2.529, -2.845, 3.856], [1.779, -3.119, 4.607], [3.030, -1.918, 4.168], [3.272, -3.646, 3.746], [0.521, -3.890, 1.910], [0.090, -3.710, 0.916], [-0.272, -3.803, 2.664], [1.023, -4.862, 1.956], [3.116, -2.753, 1.030], [3.654, -1.799, 1.029], [2.683, -2.922, 0.040], [3.815, -3.547, 1.299], [-3.775, -2.225, 0.582], [-4.320, -3.285, 1.904], [-3.393, -3.183, -0.897], [-4.273, -2.751, 2.859], [-3.665, -4.168, 1.966], [-5.354, -3.596, 1.704], [-3.092, -2.522, -1.725], [-4.308, -3.731, -1.170], [-2.582, -3.897, -0.689], [-4.970, -0.947, 0.183], [-5.300, -0.468, 1.119], [-5.821, -1.420, -0.334], [-4.476, -0.194, -0.452], [1.988, -0.546, 1.577], [-2.786, 2.826, 4.264], [-1.902, 3.589, 3.375], [-0.863, 3.048, 2.751], [-0.081, 3.740, 1.891], [-0.559, 1.823, 2.983], [-2.557, 1.745, 4.259], [-3.816, 2.969, 3.927], [-2.691, 3.198, 5.292], [-2.073, 4.573, 3.185], [0.710, 3.263, 1.490], [-0.325, 4.693, 1.633]]}



# 5
{"formula": "C31H43CuGePSi3", "method": "the ωB97M-V functional and the def2-TZVPD basis", "total_energy_ha": -6134.35567, "multiplicity": 2, "homo_lumo_gap_ev": [7.82, 6.24], "homo_ev": [-7.512, -7.766], "symbols": ["Cu", "C", "C", "C", "C", "C", "C", "P", "C", "C", "C", "C", "C", "C", "C", "C", "C", "C", "C", "C", "C", "C", "C", "C", "H", "H", "H", "H", "H", "H", "H", "H", "H", "H", "H", "H", "H", "H", "H", "H", "C", "Si", "C", "C", "Ge", "Si", "C", "C", "C", "Si", "C", "C", "C", "H", "H", "H", "H", "H", "H", "H", "H", "H", "H", "H", "H", "H", "H", "H", "H", "H", "H", "H", "H", "H", "H", "H", "H", "H", "H", "H"], "xyz": [[0.321, -0.627, 0.294], [6.784, -1.673, -1.804], [5.896, -2.615, -1.303], [4.649, -2.215, -0.852], [4.282, -0.870, -0.887], [5.169, 0.068, -1.407], [6.416, -0.336, -1.861], [2.669, -0.437, -0.132], [2.334, 1.216, -0.841], [2.171, 1.309, -2.225], [1.824, 2.515, -2.809], [1.614, 3.636, -2.016], [1.752, 3.544, -0.640], [2.107, 2.338, -0.050], [3.163, -0.095, 1.598], [4.460, 0.115, 1.994], [4.768, 0.340, 3.349], [3.777, 0.341, 4.289], [2.429, 0.127, 3.924], [1.385, 0.128, 4.880], [0.091, -0.055, 4.486], [-0.223, -0.254, 3.125], [0.755, -0.292, 2.167], [2.107, -0.094, 2.556], [7.761, -1.981, -2.154], [6.175, -3.660, -1.270], [3.950, -2.945, -0.459], [4.893, 1.114, -1.450], [7.106, 0.396, -2.258], [2.320, 0.427, -2.839], [1.707, 2.579, -3.884], [1.336, 4.577, -2.472], [1.579, 4.413, -0.019], [2.206, 2.267, 1.026], [5.262, 0.108, 1.270], [5.798, 0.508, 3.633], [4.017, 0.509, 5.333], [1.638, 0.280, 5.923], [-0.711, -0.048, 5.215], [-1.259, -0.376, 2.842], [-5.063, -2.307, 0.387], [-3.173, -2.336, 0.534], [-2.535, -3.872, -0.385], [-2.834, -2.654, 2.375], [-1.993, -0.410, -0.307], [-2.990, 1.634, 0.484], [-4.878, 1.742, 0.335], [-2.603, 1.954, 2.312], [-2.244, 3.091, -0.479], [-2.501, -0.391, -2.663], [-1.836, -1.930, -3.548], [-4.370, -0.349, -2.970], [-1.758, 1.122, -3.531], [-5.479, -3.221, 0.820], [-5.405, -2.243, -0.646], [-5.484, -1.459, 0.933], [-2.771, -4.787, 0.164], [-1.450, -3.822, -0.500], [-2.971, -3.962, -1.382], [-3.315, -3.584, 2.688], [-3.231, -1.849, 2.999], [-1.765, -2.743, 2.575], [-5.363, 0.942, 0.899], [-5.219, 1.675, -0.699], [-5.230, 2.694, 0.739], [-3.071, 1.203, 2.955], [-2.974, 2.934, 2.621], [-1.527, 1.927, 2.492], [-2.711, 3.214, -1.458], [-1.173, 2.935, -0.639], [-2.367, 4.029, 0.068], [-2.422, -2.814, -3.290], [-0.797, -2.129, -3.274], [-1.880, -1.806, -4.633], [-4.864, -1.215, -2.528], [-4.586, -0.353, -4.042], [-4.824, 0.546, -2.543], [-0.750, 1.336, -3.167], [-2.367, 2.011, -3.355], [-1.701, 0.967, -4.611]]}